The following is a DFT calculation (wB97M-V/def2-TZVPD) of a cluster of 3 separate species, C5H14NO2 in total at a distorted geometry.

The geometry in XYZ format:
```
22
Properties=species:S:1:pos:R:3:forces:R:3:mulliken_spin:R:1
C 0.029916 2.886842 0.353610 1.2 -0.4 -1.0 0.0099
C -1.048621 1.829688 0.019024 0.5 0.5 1.0 0.0166
C -0.366655 0.699326 -0.743755 -1.1 -1.1 -0.6 -0.0657
C -0.068194 0.795185 -2.044433 0.5 1.4 -1.0 0.1230
C -0.011658 -0.636074 1.237797 0.9 -1.8 1.2 0.7744
N -0.189945 -0.544040 -0.096763 -0.5 1.6 -1.2 0.1532
H 0.550907 3.116429 -0.589961 -0.6 0.5 0.0 -0.0033
H -0.285493 3.809897 0.834318 -0.2 -0.2 0.1 0.0007
H 0.915727 2.467356 0.842215 -0.5 -0.2 0.8 -0.0061
H -1.503793 1.450041 0.945766 0.2 0.0 -0.3 -0.0060
H -1.864532 2.364316 -0.489414 0.3 -0.6 -0.4 -0.0009
H -0.311146 1.705488 -2.592208 -0.3 0.1 0.4 0.0008
H 0.614228 0.226962 -2.674965 -0.3 -0.8 0.7 0.0048
H 0.541043 -1.492062 1.662160 -0.8 0.8 -0.7 -0.0331
H -0.312507 0.139905 1.904471 -0.1 0.6 0.0 0.0454
H -0.246075 -1.338847 -0.733283 0.6 0.1 0.6 -0.0252
H 0.633201 -3.517530 3.098264 -0.1 -0.1 0.1 -0.0001
H 1.205205 -2.260751 3.759867 0.0 0.1 0.2 0.0003
O 1.152921 -2.730880 2.926548 0.4 -0.4 0.2 0.0109
H 0.473475 -3.715044 -2.346496 -0.2 -0.2 -0.2 0.0002
H -0.268481 -2.489174 -2.966987 -0.2 -0.2 -0.4 0.0000
O 0.360486 -2.767034 -2.305785 0.4 0.5 0.6 0.0005
```
Positions in Å, forces in eV/Å.

Spin multiplicity: 2
ΔE to the lowest compared entry with this formula, charge and spin, kcal/mol: 15.1
Total charge: 0
⟨S²⟩: 0.76
HOMO energy (spin up / spin down), eV: -5.576 / -8.236
Gap between HOMO and LUMO (spin up / spin down), Eh: 0.230 / 0.327